{
  "formula": "C9H14",
  "method": "ωB97M-V/def2-TZVPD",
  "smiles": "Cc1ccccc1.CC",
  "charge": 0,
  "orbital_gap_ev": 9.9451,
  "homo_ev": -9.0,
  "fmax_ev_per_a": 2.89,
  "multiplicity": 1,
  "elements": ["C", "C", "C", "C", "C", "C", "C", "H", "H", "H", "H", "H", "H", "H", "H", "C", "C", "H", "H", "H", "H", "H", "H"],
  "xyz": [[0.9130, -0.7713, -1.8593], [0.4939, -0.8737, -0.4123], [1.3581, -0.6465, 0.6749], [1.0026, -0.9532, 1.9627], [-0.3462, -1.2567, 2.3184], [-1.2391, -1.3507, 1.2508], [-0.8248, -1.1783, -0.0782], [0.1508, -0.4982, -2.5741], [1.2696, -1.7577, -2.1473], [1.8087, -0.1368, -1.8305], [2.3212, -0.1623, 0.4476], [1.6151, -0.7880, 2.8467], [-0.7642, -1.3560, 3.2969], [-2.2768, -1.5374, 1.4790], [-1.5722, -1.4019, -0.8141], [-0.4443, 3.4915, -1.0902], [-0.7472, 2.0636, -1.5786], [0.4287, 3.4438, -0.4613], [-0.3226, 4.1672, -1.9513], [-1.3436, 3.8769, -0.6322], [-1.4686, 1.9062, -2.3584], [-0.9050, 1.4765, -0.7023], [0.2183, 1.5877, -1.8877]],
  "forces_ev_per_a": [[1.24, -0.50, 1.20], [-1.41, 0.11, 0.54], [0.77, 0.17, -1.22], [-1.78, 0.46, 2.24], [0.54, 0.14, -2.61], [0.50, 0.23, 0.27], [0.10, -0.78, 0.81], [-0.12, 0.41, 0.12], [0.10, -0.20, -0.17], [-0.33, 0.15, -0.75], [-0.22, -0.62, 0.29], [0.59, 0.05, -0.57], [0.46, -0.11, 0.64], [-0.21, -0.10, -0.18], [-0.11, 0.22, -0.61], [-1.16, -0.32, -1.87], [2.62, -0.09, 0.37], [0.09, 0.44, 0.35], [0.55, -0.17, 0.29], [0.04, 0.19, 0.81], [-0.50, 0.19, -0.12], [-1.01, -0.55, 0.55], [-0.75, 0.68, -0.37]]
}

***

{
  "formula": "C9H14",
  "method": "ωB97M-V/def2-TZVPD",
  "smiles": "Cc1ccccc1.CC",
  "charge": 0,
  "orbital_gap_ev": 9.9522,
  "homo_ev": -8.9,
  "fmax_ev_per_a": 4.07,
  "multiplicity": 1,
  "elements": ["C", "C", "C", "C", "C", "C", "C", "H", "H", "H", "H", "H", "H", "H", "H", "C", "C", "H", "H", "H", "H", "H", "H"],
  "xyz": [[1.9654, -0.0154, -0.3458], [0.7614, -0.6025, 0.4011], [0.4857, -1.9722, 0.2108], [-0.2630, -2.6974, 1.1397], [-0.9554, -1.8670, 2.0683], [-0.6740, -0.5676, 2.2995], [0.2974, 0.0772, 1.4957], [2.7135, 0.0102, 0.4455], [1.7778, 1.0273, -0.5967], [2.2961, -0.5578, -1.2278], [1.0024, -2.5087, -0.5709], [-0.1755, -3.7703, 1.1783], [-1.6124, -2.4849, 2.6848], [-1.1083, -0.1461, 3.2020], [0.5789, 1.0666, 1.8403], [-0.9841, 1.1037, -1.8775], [-0.7312, 2.6368, -1.6629], [-0.0278, 0.6463, -2.1214], [-1.4406, 0.5876, -1.0429], [-1.6958, 1.0287, -2.6927], [-1.6430, 2.9662, -1.1585], [-0.7030, 3.1559, -2.6051], [0.1354, 2.8835, -1.0640]],
  "forces_ev_per_a": [[-0.85, 0.46, 0.81], [1.64, -0.39, -0.83], [0.00, -0.45, 0.79], [0.32, 2.93, -0.64], [-0.09, -4.07, 0.11], [0.62, 0.81, -0.07], [-1.87, -0.32, 1.26], [0.58, -0.10, -0.44], [0.00, 0.04, -0.24], [-0.04, -0.13, 0.14], [0.17, 0.08, -0.18], [-0.72, -0.14, -0.07], [-0.08, 0.79, 0.39], [0.04, 0.44, -0.36], [0.37, 0.03, -0.62], [0.65, 1.26, -0.36], [-1.48, -1.28, 0.54], [-0.24, -0.43, -0.23], [0.18, 0.13, 0.41], [0.11, -0.29, -0.33], [0.27, 0.53, 0.15], [0.28, 0.15, -0.40], [0.15, -0.06, 0.14]]
}

***

{
  "formula": "C9H14",
  "method": "ωB97M-V/def2-TZVPD",
  "smiles": "Cc1ccccc1.CC",
  "charge": 0,
  "orbital_gap_ev": 9.9098,
  "homo_ev": -8.9,
  "fmax_ev_per_a": 4.11,
  "multiplicity": 1,
  "elements": ["C", "C", "C", "C", "C", "C", "C", "H", "H", "H", "H", "H", "H", "H", "H", "C", "C", "H", "H", "H", "H", "H", "H"],
  "xyz": [[-0.2054, -3.0776, 0.5974], [-0.7562, -1.7836, 0.0859], [-0.3919, -0.6027, 0.7015], [-0.6461, 0.5809, -0.0069], [-1.2616, 0.6157, -1.2213], [-1.7843, -0.6623, -1.7124], [-1.5341, -1.8594, -1.0608], [-0.9116, -3.9372, 0.6627], [0.2513, -3.1599, 1.5917], [0.6801, -3.3595, -0.0362], [-0.0748, -0.5997, 1.7288], [-0.4929, 1.5403, 0.4721], [-1.1592, 1.5745, -1.6741], [-2.3553, -0.7150, -2.6312], [-1.8655, -2.7542, -1.4276], [2.9884, 2.4035, 1.3652], [2.0973, 3.3681, 0.5357], [2.4632, 2.1895, 2.2367], [3.2310, 1.5405, 0.8532], [3.9330, 2.8583, 1.5610], [1.0931, 2.9918, 0.2757], [2.4061, 3.7314, -0.4513], [1.7651, 4.2029, 1.1331]],
  "forces_ev_per_a": [[0.91, -1.93, 0.44], [0.61, -1.45, 1.29], [-1.09, 0.54, -1.07], [-0.08, 0.11, 1.72], [-0.29, -3.09, -0.37], [0.46, 1.83, -0.33], [1.04, 3.91, 0.71], [0.22, 0.62, -0.73], [-0.23, 1.05, 0.12], [-1.00, -0.01, 0.17], [0.58, 0.00, 0.04], [0.53, -0.05, 0.04], [-0.98, 0.28, -1.03], [0.02, 0.27, -0.08], [-0.76, -2.13, -0.90], [-0.64, 2.48, -1.73], [-1.20, -0.29, -0.34], [-0.61, -0.53, 1.71], [0.14, -2.02, -1.14], [0.60, 0.57, 0.53], [0.43, -0.77, 0.23], [0.78, -0.07, 0.44], [0.55, 0.68, 0.29]]
}